C23H67GaIO9S9 | ωB97M-V with the def2-TZVPD basis set

Geometry as XYZ:
```
110
Properties=species:S:1:pos:R:3:lowdin_charge:R:1
C -2.3457 -1.8647 -0.5458 -0.118
C -3.2842 -0.6691 -0.6330 -0.282
C -4.7255 -1.0666 -0.9200 -0.280
C -5.6812 0.1132 -1.1140 -0.315
C -7.0784 -0.1122 -0.5342 -0.373
Ga -8.3653 -1.4677 -1.2792 -0.030
I -7.0954 -3.4041 -2.6595 0.057
H -2.7756 -2.6425 0.0920 0.047
H -1.3626 -1.6084 -0.1512 0.033
H -2.2076 -2.3071 -1.5385 0.067
H -2.9470 0.0069 -1.4294 0.104
H -3.2403 -0.0939 0.2988 0.105
H -5.0976 -1.6929 -0.0990 0.108
H -4.7351 -1.7135 -1.8014 0.042
H -5.2178 0.9973 -0.6516 0.096
H -5.7748 0.3531 -2.1787 0.058
H -7.6532 0.8169 -0.6358 0.036
H -6.9752 -0.2824 0.5432 0.027
H -9.3945 -0.8859 -2.3486 -0.129
H -9.1404 -2.2627 -0.1220 -0.133
C 1.3716 -1.2913 3.0502 -0.255
S 2.0855 -1.3815 1.4060 0.789
O 0.9647 -1.4245 0.4203 -0.559
C 2.6713 -3.0669 1.5468 -0.259
H 0.9143 -0.3091 3.1542 0.051
H 0.6161 -2.0702 3.1526 0.060
H 2.1720 -1.4021 3.7805 0.051
H 1.8253 -3.7246 1.7463 0.066
H 3.4155 -3.1313 2.3409 0.057
H 3.1184 -3.3335 0.5939 0.003
C 5.6465 2.8137 1.6027 -0.261
S 4.1298 2.1564 2.2873 0.817
O 4.4193 0.7310 2.6470 -0.588
C 3.2175 2.1380 0.7457 -0.259
H 6.3736 2.8628 2.4113 0.045
H 5.9961 2.1427 0.8172 0.060
H 5.4450 3.8065 1.1993 0.027
H 3.7534 1.5171 0.0274 0.062
H 3.1286 3.1655 0.3917 0.038
H 2.2373 1.7093 0.9445 0.042
C 3.6794 -4.3443 -3.6306 -0.273
S 2.8378 -3.7534 -2.1570 0.787
O 2.6683 -4.9473 -1.2840 -0.550
C 1.2433 -3.4132 -2.8934 -0.251
H 4.6808 -4.6391 -3.3252 0.046
H 3.1371 -5.2029 -4.0262 0.056
H 3.7337 -3.5411 -4.3656 0.050
H 0.8549 -4.3290 -3.3383 0.060
H 1.3496 -2.6225 -3.6358 0.058
H 0.6009 -3.0715 -2.0821 0.043
C 5.5443 6.8555 -2.1944 -0.270
S 4.6220 5.3261 -2.0054 0.823
O 4.5318 5.0878 -0.5360 -0.565
C 5.9037 4.2316 -2.6053 -0.276
H 4.9178 7.6566 -1.8086 0.048
H 6.4623 6.7790 -1.6125 0.055
H 5.7575 7.0241 -3.2498 0.052
H 6.7967 4.3358 -1.9917 0.032
H 6.1244 4.4567 -3.6487 0.058
H 5.5246 3.2146 -2.5256 0.055
C -6.6986 -0.2109 -5.6663 -0.266
S -6.7329 1.3535 -4.7926 0.789
O -8.0731 1.9550 -5.0216 -0.552
C -5.6274 2.2226 -5.9217 -0.278
H -7.3452 -0.9119 -5.1413 0.028
H -7.0562 -0.0460 -6.6833 0.053
H -5.6809 -0.6022 -5.6607 0.054
H -6.0655 2.2078 -6.9195 0.050
H -4.6452 1.7493 -5.9141 0.048
H -5.5493 3.2454 -5.5588 0.042
C 5.5777 1.1211 5.7315 -0.268
S 4.1943 1.8739 6.5911 0.793
O 3.9743 3.2136 5.9906 -0.556
C 5.0683 2.1530 8.1411 -0.279
H 5.2452 0.8871 4.7193 0.007
H 6.4049 1.8319 5.7200 0.058
H 5.8574 0.2042 6.2513 0.054
H 5.9307 2.7894 7.9433 0.053
H 5.3727 1.1968 8.5659 0.048
H 4.3780 2.6557 8.8153 0.045
C -8.8383 -0.8191 4.5441 -0.273
S -9.3486 0.0825 3.0719 0.793
O -8.2593 1.0522 2.7972 -0.547
C -10.6419 1.0517 3.8721 -0.279
H -7.9997 -1.4450 4.2456 0.051
H -8.5252 -0.1007 5.3012 0.052
H -9.6574 -1.4444 4.8999 0.049
H -10.1907 1.6399 4.6705 0.051
H -11.4222 0.3930 4.2550 0.047
H -11.0536 1.7073 3.1075 0.046
C 10.7597 4.7537 -2.0568 -0.271
S 10.2747 3.0631 -2.4238 0.813
O 8.7876 3.0516 -2.4437 -0.557
C 10.7562 2.3643 -0.8417 -0.268
H 10.4828 5.3573 -2.9186 0.048
H 10.2205 5.0886 -1.1712 0.058
H 11.8376 4.8011 -1.9034 0.053
H 10.2130 2.8811 -0.0512 0.058
H 11.8340 2.4592 -0.7112 0.053
H 10.4759 1.3134 -0.8627 0.051
C -2.4870 -6.7919 0.0645 -0.275
S -3.6926 -5.6402 0.7425 0.788
O -4.2050 -6.2802 1.9877 -0.568
C -4.9316 -5.8797 -0.5264 -0.295
H -1.6448 -6.8187 0.7527 0.043
H -2.9498 -7.7760 -0.0067 0.051
H -2.1561 -6.4385 -0.9120 0.049
H -5.2290 -6.9287 -0.5279 0.056
H -4.5331 -5.5718 -1.4927 0.040
H -5.7805 -5.2400 -0.2939 0.012
```

Its frontier orbital gap is 5.7 eV. The total charge is -1. As for the largest force on an atom: 0.0077 Eh/bohr.

=====

C23H67N11O8 | ωB97M-V with the def2-TZVPD basis set

Geometry as XYZ:
```
109
Properties=species:S:1:pos:R:3:lowdin_charge:R:1
C 11.6050 -13.1218 -2.7621 -0.785
O 11.8915 -13.1566 -1.5779 -0.002
N 12.3122 -12.6114 -3.6792 0.201
N 10.4466 -13.6886 -3.0305 0.167
H 11.8450 -12.5434 -4.5721 0.123
H 13.1414 -12.0840 -3.4463 0.138
H 10.0103 -13.6281 -3.9393 0.107
H 9.9731 -14.1686 -2.2785 0.122
C 9.3105 -12.4273 3.4269 -0.854
O 9.1132 -13.1591 4.3317 0.077
N 9.0119 -12.6942 2.2043 0.160
N 9.8912 -11.2668 3.4751 0.164
H 8.7316 -13.6422 1.9973 0.121
H 9.4092 -12.1472 1.4539 0.104
H 10.0701 -10.8577 2.5692 0.099
H 10.5255 -11.0382 4.2271 0.104
C 13.3297 -12.3353 5.4581 -0.874
O 13.1652 -11.7824 6.4982 0.059
N 13.1381 -11.7509 4.3505 0.177
N 13.7650 -13.5101 5.2561 0.197
H 13.3730 -12.3120 3.5442 0.085
H 13.0562 -10.7447 4.3207 0.126
H 13.9998 -13.7588 4.3058 0.071
H 13.9966 -14.0387 6.0850 0.126
C 12.4861 -15.8088 2.8344 -0.032
C 12.2919 -14.6676 1.7450 -0.383
C 13.7078 -14.3790 1.2362 -0.172
O 14.5046 -13.6544 2.2093 -0.239
C 15.7278 -13.1531 1.7707 -0.114
N 11.4822 -15.0967 0.6425 0.040
H 12.6554 -16.8214 2.4683 0.052
H 11.6397 -15.8545 3.5197 0.071
H 13.3983 -15.5872 3.3884 0.050
H 11.7611 -13.7446 1.9784 0.129
H 13.6859 -13.7130 0.3737 0.105
H 14.1618 -15.2377 0.7417 0.134
H 16.3913 -13.9271 1.3850 0.089
H 16.2873 -12.6414 2.5538 0.081
H 15.5277 -12.4873 0.9312 0.090
H 11.8520 -15.9140 0.1786 0.073
H 11.5640 -14.3974 -0.0817 0.017
C 19.2080 -11.0852 -0.1692 -0.046
C 19.4526 -9.6720 0.4286 -0.429
C 18.9710 -9.4686 1.8663 -0.155
O 17.5093 -9.7029 1.8362 -0.238
C 16.5703 -9.5309 2.9724 -0.079
N 20.8921 -9.4615 0.4294 0.022
H 19.6940 -11.8923 0.3790 0.071
H 19.4811 -11.0738 -1.2243 0.076
H 18.1358 -11.2810 -0.1779 0.062
H 19.0261 -8.9116 -0.2256 0.137
H 19.2002 -8.4801 2.2642 0.121
H 19.2978 -10.2778 2.5194 0.116
H 16.8341 -10.1148 3.8541 0.077
H 15.5192 -9.6588 2.7136 0.070
H 16.5034 -8.4882 3.2830 0.070
H 21.2884 -10.2165 0.9707 0.062
H 21.1526 -8.7321 1.0776 0.061
C 10.7265 -18.4913 1.7287 -0.066
C 10.5787 -19.4792 2.9059 -0.412
C 10.8131 -20.9063 2.4891 -0.233
O 9.9609 -21.2869 1.4562 -0.187
C 9.8717 -22.6783 1.2112 -0.099
N 11.6281 -18.9876 3.8286 0.035
H 10.4018 -17.4774 1.9621 0.069
H 10.0582 -18.8965 0.9688 0.074
H 11.7634 -18.5760 1.4036 0.082
H 9.6709 -19.3188 3.4875 0.136
H 10.6773 -21.4315 3.4345 0.127
H 11.8316 -21.0008 2.1124 0.130
H 10.8673 -23.1011 1.0764 0.086
H 9.2744 -22.8590 0.3175 0.085
H 9.3243 -23.1812 2.0084 0.084
H 11.5875 -17.9806 3.7622 0.018
H 11.4289 -19.2792 4.7748 0.058
C 19.7822 -13.9931 3.2724 -0.075
C 19.2728 -14.4903 4.6200 -0.481
C 17.9873 -15.3954 4.3975 -0.153
O 17.4998 -15.9140 5.6352 -0.199
C 16.2270 -16.5572 5.6842 -0.093
N 20.2446 -15.2889 5.2297 0.035
H 20.7310 -13.4583 3.2307 0.076
H 19.1206 -13.1785 2.9777 0.054
H 19.7577 -14.7000 2.4431 0.081
H 19.1510 -13.5764 5.2015 0.136
H 18.3864 -16.2387 3.8339 0.130
H 17.2844 -14.6665 3.9940 0.110
H 16.0253 -16.8356 6.7185 0.084
H 16.3329 -17.5306 5.2052 0.088
H 15.3374 -15.9937 5.4027 0.062
H 21.0177 -14.6400 5.2647 0.075
H 19.8827 -15.2640 6.1723 0.079
C 10.1307 -17.9191 8.1822 -0.067
C 9.1644 -17.7142 6.9490 -0.403
C 7.6827 -18.1914 7.2228 -0.167
O 7.0748 -18.1231 5.9331 -0.178
C 5.7886 -18.5648 6.0289 -0.171
N 9.3692 -16.3661 6.4774 0.044
H 11.1128 -17.6166 7.8187 0.065
H 10.1091 -18.9433 8.5544 0.064
H 9.8253 -17.2353 8.9742 0.069
H 9.5652 -18.3843 6.1884 0.109
H 7.1076 -17.5745 7.9133 0.122
H 7.6796 -19.2095 7.6122 0.119
H 5.6514 -19.5949 6.3578 0.089
H 5.2262 -18.3333 5.1243 0.091
H 5.2415 -17.9225 6.7190 0.082
H 10.2734 -16.1404 6.0882 0.063
H 9.3369 -15.7169 7.2504 0.072
```

Its SMILES is COC[C@H](C)N.COC[C@H](C)N.COC[C@H](C)N.COC[C@H](C)N.COC[C@H](C)N.NC(N)=O.NC(N)=O.NC(N)=O. The energy relative to the best compared isomer or geometry (same formula, charge and spin) comes out at 5.151 eV. Its frontier orbital gap is 8.6 eV. As for the largest force on an atom: 0.1392 Eh/bohr.